--- w ---
11
Properties=species:S:1:pos:R:3:nbo_charge:R:1 method="wB97M-V/def2-TZVPD" homo_ha=-0.3633 lumo_ev=0.63 gap_ev=10.52 smiles="C[C@H](O)C=O" charge=0
C 0.81530 -1.27564 0.43918 -0.63
C -0.08897 -0.08870 0.54073 -0.03
O -1.43106 -0.47192 0.52492 -0.73
C -0.09340 0.89781 -0.66905 0.45
O 0.88974 1.39360 -1.13076 -0.51
H 0.45252 -2.14743 1.21543 0.21
H 0.88757 -1.77201 -0.60828 0.22
H 1.90638 -1.06450 0.65720 0.23
H 0.25721 0.39586 1.52214 0.18
H -1.78755 -0.91504 1.36938 0.49
H -1.18323 0.92884 -1.17430 0.12

--- x ---
11
Properties=species:S:1:pos:R:3:nbo_charge:R:1 method="wB97M-V/def2-TZVPD" homo_ha=-0.3969 lumo_ev=0.99 gap_ev=11.79 smiles="CCOC=O" charge=0
C 0.38545 -0.99802 -1.09008 -0.63
C -0.07539 0.34954 -0.58785 -0.09
O 0.62100 0.68204 0.66969 -0.52
C -0.23768 0.79479 1.80800 0.64
O -1.50354 0.60389 1.77838 -0.59
H 0.15995 -1.20009 -2.13295 0.22
H 1.45211 -0.85206 -1.00867 0.21
H -0.01621 -1.84511 -0.41836 0.22
H -1.15857 0.20834 -0.49915 0.21
H 0.10216 1.17930 -1.21743 0.19
H 0.27072 1.07737 2.69841 0.15

Short version: x is the most stable of them.

--- w ---
11
Properties=species:S:1:pos:R:3:nbo_charge:R:1 method="wB97M-V/def2-TZVPD" homo_ha=-0.3442 lumo_ev=0.80 gap_ev=10.17 charge=0
C 0.86972 0.67775 0.29843 -0.21
C -1.53787 -0.29884 0.02323 -0.74
C -0.11696 -0.53017 -0.41145 0.64
O 2.13490 0.14691 0.05987 -0.75
O 0.37178 -1.28413 -1.14830 -0.52
H 0.75275 1.53611 -0.40681 0.16
H -1.47096 -0.52882 1.11315 0.25
H -2.14842 -1.17048 -0.25002 0.23
H -2.00853 0.70177 -0.14053 0.26
H 1.17199 1.42197 1.39752 0.21
H 1.98158 -0.67205 -0.53509 0.48

--- x ---
11
Properties=species:S:1:pos:R:3:nbo_charge:R:1 method="wB97M-V/def2-TZVPD" homo_ha=-0.3584 lumo_ev=0.95 gap_ev=10.70 smiles="COCC=O" charge=0
C 0.91995 -0.78242 -0.95325 -0.26
O -0.08972 0.20467 -1.02620 -0.53
C -0.24061 0.91371 0.17842 -0.17
C -1.15238 0.13929 1.11695 0.41
O -0.95072 -0.01173 2.29656 -0.51
H 1.91526 -0.33517 -1.08410 0.17
H 0.90536 -1.32455 0.00306 0.17
H 0.74096 -1.49491 -1.76104 0.20
H -0.72167 1.86991 -0.06451 0.21
H 0.71406 1.11986 0.68330 0.19
H -2.04049 -0.29865 0.61080 0.11

Short version: x is the most stable of them.

--- w ---
17
Properties=species:S:1:pos:R:3:nbo_charge:R:1 method="wB97M-V/def2-TZVPD" homo_ha=-0.3241 lumo_ev=0.74 gap_ev=9.56 charge=0
C 0.97467 0.79626 0.19892 0.07
C 1.09323 0.39545 -1.27748 -0.19
C 0.29350 -0.67917 -1.56511 -0.19
C -0.28490 -1.11956 -0.26745 -0.11
C -1.21010 -0.61871 1.42934 -0.22
C -0.35213 0.17052 0.50522 -0.26
H 1.40724 2.33166 1.20435 0.47
H 1.75250 0.24675 0.79637 0.16
H 1.72869 0.85618 -1.98482 0.22
H 0.26986 -1.22454 -2.54265 0.22
H 0.47805 -1.66836 0.28241 0.18
H -2.32810 -0.78744 -0.18542 0.34
H -0.67946 -1.33261 2.09953 0.19
H -2.02678 -0.09715 1.98851 0.20
H -1.05125 0.96249 0.12996 0.20
N -1.62046 -1.46033 0.21420 -0.58
O 1.08835 2.15834 0.32147 -0.70

--- x ---
17
Properties=species:S:1:pos:R:3:nbo_charge:R:1 method="wB97M-V/def2-TZVPD" homo_ha="-0.3041 / -0.2911" lumo_ev="-0.62 / -0.19" gap_ev="7.65 / 7.73" smiles="[H]/N=C/C=C(/O)C(=C)C" charge=0
H -0.50852 -2.95194 -0.84155 0.35
N 0.15642 -2.71937 -0.09801 -0.66
C -0.17909 -1.64128 0.52362 0.11
C 1.00687 -0.71026 1.29364 -0.34
C 0.72926 0.49903 0.83973 0.28
O 1.59185 1.56661 0.78661 -0.68
C -0.37194 0.45190 -0.19152 -0.04
C -1.69662 0.58811 0.17380 -0.31
C 0.03981 1.15620 -1.48452 -0.65
H -1.02433 -1.69421 1.22432 0.17
H 1.91916 -1.21152 1.57138 0.22
H 2.46132 1.28536 1.11023 0.49
H -2.21789 1.53038 0.03705 0.19
H -2.31597 -0.24282 0.47726 0.19
H -0.77871 1.19221 -2.20825 0.22
H 0.92614 0.69310 -1.92678 0.23
H 0.26226 2.20850 -1.28701 0.23

Short version: w is the most stable of them.

--- w ---
17
Properties=species:S:1:pos:R:3:nbo_charge:R:1 method="wB97M-V/def2-TZVPD" homo_ha="-0.2854 / -0.3137" lumo_ev="-0.10 / -0.26" gap_ev="7.66 / 8.28" charge=0
C 2.34513 0.68911 0.35804 -0.69
C -0.24387 1.00731 -0.32909 0.24
C 0.92169 0.63396 0.06312 0.06
C 0.02598 -1.23840 0.26828 0.09
C -1.05623 -0.31810 -0.38512 -0.40
C -2.25965 -0.31418 0.38651 -0.30
O -0.77533 2.21699 -0.66365 -0.67
N 0.57400 -2.27791 -0.25878 -0.62
H -1.69136 2.10200 -0.94430 0.48
H 0.37354 -2.32970 -1.26014 0.32
H 0.04286 -1.16220 1.36078 0.18
H -1.11316 -0.57138 -1.45233 0.23
H 2.54644 0.54312 1.42253 0.23
H 2.88262 -0.08530 -0.19644 0.24
H 2.75381 1.66216 0.05845 0.24
H -2.83738 0.59077 0.53611 0.17
H -2.48908 -1.14825 1.03602 0.19

--- x ---
17
Properties=species:S:1:pos:R:3:nbo_charge:R:1 method="wB97M-V/def2-TZVPD" homo_ha=-0.2726 lumo_ev=0.91 gap_ev=8.32 charge=0
C -2.64026 -0.13862 -0.44331 -0.48
C -1.39497 0.14418 -0.22003 0.05
C -0.14636 0.48320 -0.03061 -0.10
C 0.19732 1.92734 0.24564 -0.63
C 0.95381 -0.49722 -0.06547 0.03
N 2.19256 -0.03468 -0.54587 -0.81
C 0.79653 -1.78837 0.26801 0.10
O -0.35516 -2.40199 0.65994 -0.68
H -3.31691 -0.44511 0.33996 0.22
H -3.06396 -0.07387 -1.42767 0.22
H -0.70681 2.48990 0.46214 0.23
H 0.87077 2.00595 1.10035 0.21
H 0.67727 2.37271 -0.62809 0.22
H 2.44193 0.88508 -0.21133 0.37
H 2.93921 -0.69520 -0.38609 0.37
H 1.63182 -2.47564 0.26298 0.17
H -1.07680 -1.75765 0.61946 0.49

--- y ---
17
Properties=species:S:1:pos:R:3:nbo_charge:R:1 method="wB97M-V/def2-TZVPD" homo_ha=-0.3060 lumo_ev=-0.04 gap_ev=8.29 charge=0
C -0.57389 -0.16833 0.61988 -0.06
C 0.58570 -0.04346 1.58796 -0.43
C 1.76473 -0.93628 1.20488 -0.61
O -0.10088 0.17447 -0.72422 -0.58
H 0.31661 1.09898 -0.74889 0.53
H -1.40179 0.50256 0.86514 0.20
H -0.94292 -1.18775 0.52495 0.22
H 0.90090 1.00260 1.64282 0.21
H 0.20844 -0.31261 2.57813 0.22
H 2.57272 -0.83451 1.92856 0.22
H 2.15272 -0.67701 0.22055 0.22
H 1.46322 -1.98429 1.18137 0.21
C -0.70871 1.90958 -2.28867 0.24
C -1.25700 0.30901 -1.93676 0.03
C -2.10467 -0.53546 -2.19574 -0.41
N 0.13199 2.57819 -1.83920 -0.43
H -3.00715 -0.89572 -2.62077 0.24

--- z ---
17
Properties=species:S:1:pos:R:3:nbo_charge:R:1 method="wB97M-V/def2-TZVPD" homo_ha=-0.3239 lumo_ev=0.85 gap_ev=9.66 smiles="C=C=N[C@H](C)C(C)=O" charge=0
C -2.72568 -0.53884 -0.14130 -0.66
C -1.52347 -0.56943 0.33798 0.43
N -0.45175 -0.75984 0.87111 -0.43
C 0.77392 -0.01686 0.74821 -0.16
C 0.72197 1.25387 1.59409 -0.60
C 1.15107 0.29970 -0.70517 0.60
C 0.87093 -0.80241 -1.69148 -0.73
O 1.63998 1.35266 -1.01996 -0.52
H -3.49490 0.04795 0.32576 0.24
H -2.99444 -1.10322 -1.01536 0.24
H 1.56299 -0.67752 1.13925 0.22
H 1.68316 1.75973 1.55657 0.23
H 0.48065 1.00845 2.62641 0.22
H -0.04000 1.92402 1.19940 0.22
H -0.15373 -0.67899 -2.05505 0.24
H 0.95282 -1.78419 -1.22658 0.23
H 1.54646 -0.71508 -2.54390 0.24

Short version: z is the most stable of them.

--- w ---
26
Properties=species:S:1:pos:R:3:nbo_charge:R:1 method="wB97M-V/def2-TZVPD" homo_ha="0.0481 / -0.1882" spin_multiplicity=2 s_squared=0.752 lumo_ev="4.03 / 3.92" gap_ev="2.72 / 9.04" charge=-1
C 1.64847 0.18467 1.97292 -0.75
C 0.30767 -1.58995 0.84299 -0.24
C 0.36380 -0.42125 1.60192 -0.07
C -0.93162 -2.30935 0.80545 -0.29
C -0.82052 0.10962 2.01750 -0.37
C -2.07557 -1.74673 1.36424 -0.28
C -2.04323 -0.51193 1.96008 -0.26
H 1.24221 -1.90819 0.39517 0.19
H -0.85487 -3.25523 0.32172 0.19
H 1.58649 1.16519 1.37734 0.20
H 2.65454 -0.13704 1.51369 0.21
H -0.88646 1.15106 2.18280 0.17
H -2.98888 -2.23664 1.30829 0.19
H -2.95761 0.01399 2.25154 0.19
H 1.71845 0.18357 3.11594 0.22
C 0.10023 0.39985 -1.95828 -0.48
C -0.67200 1.62894 -2.45243 -0.74
C 1.58791 0.78460 -1.85172 -0.70
H 0.09734 -0.48834 -2.46489 0.20
H -0.37929 0.09006 -0.95745 0.22
H -1.50513 1.34275 -3.19447 0.20
H -1.19865 2.01068 -1.62059 0.21
H 2.43315 0.13645 -1.55246 0.20
H 1.80406 1.80281 -1.53019 0.20
H -0.15109 2.61228 -2.51773 0.21
H 1.92060 0.98813 -2.93139 0.18

--- x ---
26
Properties=species:S:1:pos:R:3:nbo_charge:R:1 method="wB97M-V/def2-TZVPD" homo_ha="0.0367 / -0.1295" spin_multiplicity=2 s_squared=0.760 lumo_ev="3.50 / 3.44" gap_ev="2.50 / 6.96" charge=-1
C 1.41233 3.64330 1.86818 -0.62
C 0.44042 -0.49248 0.74668 -0.42
C 1.29198 0.33745 -0.03707 -0.38
C -0.18589 0.17519 1.81916 -0.21
C 1.53342 1.68281 0.30499 -0.21
C -0.03671 1.51737 2.11097 -0.39
C 0.96751 2.26211 1.43290 -0.15
H 0.13032 -1.52667 0.69053 0.18
H 1.59091 0.07906 -1.05160 0.16
H -1.00005 -0.30154 2.37546 0.17
H 2.28957 2.14360 -0.32767 0.17
H -0.63491 2.06011 2.83801 0.17
H 1.55616 3.65683 2.94480 0.19
H 0.71069 4.44019 1.55575 0.16
H 2.27897 3.95218 1.27567 0.20
C -1.10704 -2.25930 -2.32227 -0.42
C -2.56550 -1.99313 -2.71778 -0.62
C -0.87541 -3.70689 -1.87865 -0.60
H -0.45648 -1.98349 -3.14772 0.19
H -0.87413 -1.61306 -1.47970 0.24
H -2.95907 -1.08720 -2.26622 0.22
H -3.28537 -2.77763 -2.44616 0.19
H -1.61824 -4.00693 -1.14244 0.20
H -0.86997 -4.38557 -2.73401 0.19
H -2.73553 -1.97930 -3.80050 0.19
H 0.09580 -3.81233 -1.38828 0.21

--- y ---
26
Properties=species:S:1:pos:R:3:nbo_charge:R:1 method="wB97M-V/def2-TZVPD" homo_ha="0.0308 / -0.1188" spin_multiplicity=2 s_squared=0.762 lumo_ev="3.85 / 3.79" gap_ev="3.02 / 7.02" charge=-1
C -3.13520 0.64370 0.10758 -0.61
C 0.12118 -0.03079 1.93328 -0.38
C 1.03504 0.79679 1.18136 -0.41
C -1.23528 0.07944 1.65969 -0.19
C -1.76117 0.90629 0.66273 -0.18
C 0.50879 1.74555 0.30116 -0.20
C -0.85074 1.85436 0.04530 -0.39
H 0.49848 -0.72647 2.67622 0.18
H 2.10745 0.62534 1.17301 0.18
H -1.91336 -0.63254 2.12878 0.17
H 1.19547 2.43900 -0.18683 0.17
H -3.89209 1.29935 0.56464 0.17
H -3.40653 -0.41328 0.19544 0.19
H -1.16714 2.48788 -0.77786 0.17
H -3.18734 0.84131 -0.97181 0.18
C 1.51082 -1.67448 -0.98770 -0.43
C 0.54651 -2.26892 -1.99849 -0.61
C 2.68152 -0.93603 -1.67450 -0.61
H 1.02014 -1.07389 -0.22015 0.27
H 1.99258 -2.49425 -0.44231 0.17
H 0.95715 -3.16470 -2.47908 0.18
H 2.49682 -0.84651 -2.75078 0.19
H 2.74172 0.10579 -1.35163 0.22
H 3.64230 -1.41747 -1.49982 0.19
H -0.36892 -2.62067 -1.51560 0.21
H 0.24504 -1.50592 -2.71472 0.20

Short version: y is the most stable of them.

--- w ---
30
Properties=species:S:1:pos:R:3:nbo_charge:R:1 method="wB97M-V/def2-TZVPD" homo_ha=-0.2929 lumo_ev=0.10 gap_ev=8.07 charge=0
C 1.77894 -0.70307 -2.59102 -0.26
O 3.09884 -1.28203 -2.59409 -0.71
H 1.38768 -0.60879 -3.60401 0.16
H 0.96794 -1.29625 -2.16853 0.18
H 1.69267 0.24773 -2.06509 0.17
H 3.42034 -1.07678 -3.47505 0.47
C -2.89445 0.22393 -1.61721 -0.28
O -1.72594 -0.14998 -0.91539 -0.77
H -3.19589 1.23545 -1.34512 0.13
H -2.76446 0.21922 -2.69942 0.20
H -3.60912 -0.57696 -1.42768 0.18
H -1.93118 -0.32311 0.00630 0.49
C -1.71877 0.99717 2.12924 -0.36
O -1.87372 0.56729 0.76669 -0.71
H -2.71177 1.38056 2.36388 0.21
H -1.46768 0.22779 2.85937 0.23
H -0.94322 1.76226 2.16489 0.22
H -2.39044 1.24185 0.31995 0.51
C 0.11091 -0.02237 -0.06076 -0.26
O 0.47901 0.73568 1.05188 -0.65
H -0.67230 -0.75079 0.14918 0.15
H -0.41209 0.64242 -0.74824 0.22
H 1.01012 -0.41460 -0.53580 0.19
H -0.28884 0.74710 1.62798 0.47
C 2.69997 -0.73051 2.21683 -0.25
O 2.28054 0.54685 1.84480 -0.80
H 3.63383 -0.87975 2.75881 0.17
H 1.91561 -1.11454 2.86905 0.12
H 2.70284 -1.30711 1.29184 0.15
H 1.42061 0.46135 1.42670 0.43

--- x ---
30
Properties=species:S:1:pos:R:3:nbo_charge:R:1 method="wB97M-V/def2-TZVPD" homo_ha=-0.2780 lumo_ev=0.22 gap_ev=7.78 charge=0
C 3.09617 1.13951 1.61374 -0.30
O 1.66714 0.80152 1.55877 -0.65
H 3.29297 2.21015 1.66980 0.20
H 3.66337 0.75417 2.46103 0.20
H 3.55743 0.79699 0.68746 0.20
H 1.24957 1.48166 2.09232 0.51
C -0.16924 0.13745 0.77735 -0.35
O 0.85568 0.68281 -0.02132 -0.73
H -0.39217 0.88577 1.53789 0.15
H -1.07127 -0.20466 0.27000 0.25
H 0.17449 -0.73471 1.33349 0.19
H 1.63312 0.74624 0.53828 0.48
C -2.17008 -1.23782 0.69984 -0.27
O -3.47010 -1.21424 1.18749 -0.72
H -1.55915 -0.74817 1.45820 0.18
H -1.86116 -2.27187 0.54689 0.22
H -2.23397 -0.70657 -0.24978 0.16
H -3.82869 -2.10420 1.15636 0.46
C -0.36225 -1.51857 -1.28283 -0.26
O -1.05666 -2.68046 -1.00812 -0.73
H -0.14670 -1.41114 -2.34589 0.17
H -1.08159 -0.73436 -1.04691 0.16
H 0.52797 -1.33814 -0.68029 0.20
H -1.89285 -2.64517 -1.47838 0.46
C 0.34594 1.74855 -2.28778 -0.27
O -0.39938 1.69366 -1.00162 -0.81
H -0.32366 1.75467 -3.14784 0.17
H 0.95450 2.64851 -2.37626 0.15
H 0.94889 0.84388 -2.36601 0.15
H 0.05171 1.22454 -0.29589 0.43

--- y ---
30
Properties=species:S:1:pos:R:3:nbo_charge:R:1 method="wB97M-V/def2-TZVPD" homo_ha=-0.3672 lumo_ev=0.45 gap_ev=10.44 smiles=CO.CO.CO.CO.CO charge=0
C -1.32470 -0.18470 0.89948 -0.26
O -1.82096 -1.05627 1.98564 -0.73
H -2.03666 0.62712 0.75062 0.18
H -0.32150 0.07991 1.23367 0.18
H -1.05440 -0.74918 0.00706 0.17
H -2.74816 -0.85099 2.12622 0.46
C 5.03869 0.41126 -0.15130 -0.26
O 5.90690 -0.73577 -0.20648 -0.72
H 5.62105 1.28881 0.12950 0.16
H 4.84945 0.52660 -1.21854 0.19
H 4.18490 0.41070 0.52630 0.17
H 6.55703 -0.60868 0.48835 0.46
C -0.42750 5.54967 -2.17201 -0.25
O 0.73186 5.86729 -2.97125 -0.73
H 0.04182 4.77281 -1.56843 0.17
H -0.71878 6.35214 -1.49430 0.16
H -1.30265 5.24839 -2.74772 0.19
H 1.39404 6.29630 -2.42438 0.46
C -6.08460 -2.53654 5.36250 -0.26
O -6.30847 -3.67735 4.48843 -0.73
H -6.89177 -2.41056 6.08410 0.17
H -5.07106 -2.46733 5.75752 0.19
H -6.08876 -1.65040 4.72780 0.16
H -7.25098 -3.72057 4.31120 0.46
C 2.24689 -2.57741 -3.82078 -0.25
O 2.71586 -3.51964 -4.73936 -0.74
H 1.18982 -2.42057 -3.60604 0.18
H 2.81585 -2.70237 -2.89951 0.17
H 2.58054 -1.66508 -4.31521 0.16
H 3.57622 -3.89759 -4.54307 0.48

Short version: y is the most stable of them.